1.
The following is a quantum chemistry calculation of C10H13NO2S in the gas phase, from the OMol25 dataset.

Geometry (Å):
C 1.498 -1.506 1.801
S -0.234 -1.761 1.403
O -0.179 -2.680 0.321
O -0.904 -2.131 2.657
C -1.044 -0.331 0.742
C -0.045 0.470 -0.377
C 0.644 1.581 0.038
C 1.497 2.217 -0.907
C 1.539 1.606 -2.190
C 0.795 0.443 -2.547
C 0.005 -0.188 -1.613
N -0.740 -1.300 -1.801
C -2.482 -0.621 0.468
C -2.059 0.367 1.527
H 1.632 -0.537 2.455
H 1.894 -2.395 2.366
H 1.949 -1.467 0.765
H 0.339 2.112 0.873
H 2.334 2.823 -0.485
H 2.089 2.040 -2.955
H 0.716 0.165 -3.609
H -0.607 -1.703 -2.690
H -0.844 -1.974 -0.976
H -2.686 -1.651 0.620
H -2.982 -0.027 -0.265
H -2.141 1.335 1.254
H -2.289 0.049 2.451

Properties
Energy above the lowest of the compared OMol25 structures with the same formula, charge and spin (kJ/mol): 367.4
Energy (eV): -26998.03421
Molar mass (g mol⁻¹): 211.3
Lowest unoccupied orbital energy (eV): 0.72
Strongest force on any atom (eV/A): 4.96
HOMO energy (eV): -8.033
Frontier orbital gap (Ha): 0.3216

=====

2.
The following is a quantum chemistry calculation of 2 unconnected molecules or ions with the total composition C10H13NO3S, from the OMol25 dataset.

Geometry (Å):
C -2.467 -1.368 -3.274
C -1.365 -2.119 -3.651
C -2.491 -0.718 -2.048
C -0.276 -2.221 -2.801
C -1.402 -0.806 -1.197
C -0.316 -1.570 -1.582
C 1.981 0.707 -0.058
C 1.096 1.025 0.988
C 1.111 3.238 3.652
C 0.442 2.881 2.335
N 0.366 -2.342 0.847
O 0.080 0.405 1.303
O 2.051 -2.627 -1.020
O 1.394 2.255 1.479
S 1.125 -1.646 -0.493
H -3.314 -1.280 -3.942
H -1.354 -2.617 -4.610
H -3.351 -0.134 -1.758
H 0.598 -2.798 -3.061
H -1.390 -0.289 -0.250
H 3.023 0.497 0.122
H 1.487 2.342 4.138
H 1.947 3.912 3.473
H 0.394 3.724 4.308
H 0.079 3.780 1.825
H -0.396 2.191 2.488
H -0.084 -1.589 1.363
H 1.033 -2.835 1.425

Properties
Energy above the lowest of the compared OMol25 structures with the same formula, charge and spin (kJ/mol): 378.6
Energy (eV): -29044.56084
Molar mass (g mol⁻¹): 227.3
Lowest unoccupied orbital energy (eV): -0.38
Strongest force on any atom (eV/A): 1.79
HOMO energy (eV): -8.746
Frontier orbital gap (Ha): 0.3074

=====

3.
The following is a quantum chemistry calculation of C10H13NOS in the gas phase, from the OMol25 dataset.

Geometry (Å):
C -3.466 2.097 -0.044
C -2.105 1.545 -0.671
C -1.028 1.237 0.248
N -0.619 2.227 1.251
O -1.109 2.005 2.315
C 0.152 0.626 -0.406
C 1.478 1.372 -0.612
C 0.106 -0.845 -0.353
C 1.293 -1.681 -0.319
C 1.169 -2.942 0.272
C 2.503 -3.668 0.555
C 3.556 -2.933 0.078
S 3.039 -1.505 -0.712
H -4.057 1.291 0.384
H -3.261 2.807 0.692
H -4.184 2.469 -0.824
H -1.849 2.377 -1.318
H -2.285 0.596 -1.235
H -1.491 0.469 0.839
H 2.001 1.429 0.326
H 2.177 0.961 -1.267
H 1.330 2.386 -0.909
H -0.837 -1.382 -0.423
H 0.288 -3.255 0.735
H 2.692 -4.532 1.073
H 4.507 -3.150 0.325

Properties
Energy above the lowest of the compared OMol25 structures with the same formula, charge and spin (kJ/mol): 593.0
Energy (eV): -24948.31619
Molar mass (g mol⁻¹): 195.3
Lowest unoccupied orbital energy (eV): -0.21
Strongest force on any atom (eV/A): 5.86
HOMO energy (eV): -7.930
Frontier orbital gap (Ha): 0.2837

=====

4.
The following is a quantum chemistry calculation of 2 unconnected molecules or ions with the total composition C10H13O2, from the OMol25 dataset.

Geometry (Å):
C 1.067 -2.570 -1.574
C 2.497 -2.280 -1.871
C 0.666 -2.636 0.025
O -0.332 -2.038 0.356
O 1.522 -3.342 0.574
H 0.352 -1.845 -1.942
H 0.713 -3.556 -1.877
H 2.770 -2.475 -2.912
H 3.180 -2.966 -1.352
H 2.885 -1.320 -1.536
C -2.257 0.056 -0.057
C -1.019 3.510 0.912
C 0.031 3.186 1.763
C -1.688 2.522 0.212
C -1.382 1.178 0.420
C 0.435 1.866 1.878
C -0.220 0.888 1.152
H -1.277 4.546 0.723
H 0.594 3.996 2.204
H -2.485 2.780 -0.477
H 1.279 1.530 2.469
H -3.125 0.377 -0.612
H -2.568 -0.474 0.853
H 0.018 -0.173 1.130
H -1.657 -0.761 -0.460

Properties
Energy above the lowest of the compared OMol25 structures with the same formula, charge and spin (kJ/mol): 59.6
Multiplicity: 2
Energy (eV): -14673.39841
Molar mass (g mol⁻¹): 165.2
Lowest unoccupied orbital energy (spin up / spin down) (eV): 0.71 / -3.42
Strongest force on any atom (eV/A): 1.87
HOMO energy (spin up / spin down) (eV): -8.513 / -8.511
⟨S²⟩: 0.756
Frontier orbital gap (spin up / spin down) (Ha): 0.3390 / 0.1870

=====

5.
The following is a quantum chemistry calculation of 2 unconnected molecules or ions with the total composition C10H13O3, from the OMol25 dataset.

Geometry (Å):
C -4.234 0.047 -2.000
C -0.788 -0.910 0.167
C -1.858 -1.785 0.243
C -0.803 0.338 -0.514
C -2.985 -1.365 -0.499
C -1.915 0.641 -1.264
C -3.019 -0.175 -1.238
O 0.464 -1.276 0.601
H 0.613 -0.931 1.662
H -1.824 -2.780 0.778
H 0.033 0.993 -0.349
H -3.875 -2.018 -0.452
H -1.905 1.528 -1.934
H -4.636 -0.875 -2.587
H -4.024 0.883 -2.780
H -4.899 0.412 -1.365
C 3.136 -0.062 0.447
C 3.609 0.626 -0.763
C 2.492 1.013 1.445
O 3.225 1.978 1.621
O 1.453 0.752 1.876
H 2.492 -0.905 0.352
H 3.836 -0.616 1.119
H 3.659 1.717 -0.780
H 2.971 0.471 -1.674
H 4.612 0.273 -0.916

Properties
Energy above the lowest of the compared OMol25 structures with the same formula, charge and spin (kJ/mol): 290.3
Energy (eV): -16722.77659
Molar mass (g mol⁻¹): 181.2
Lowest unoccupied orbital energy (eV): 3.09
Strongest force on any atom (eV/A): 9.43
HOMO energy (eV): -3.879
Total charge: -1
Frontier orbital gap (Ha): 0.2560

=====

6.
The following is a quantum chemistry calculation of 2 unconnected molecules or ions with the total composition C10H13O3, from the OMol25 dataset.

Geometry (Å):
C 1.464 3.378 0.545
C 0.139 3.234 -0.122
C 2.421 2.351 0.148
O 2.939 2.824 -0.914
O 2.578 1.124 0.524
H 1.891 4.394 0.474
H 1.379 3.235 1.690
H 0.117 3.360 -1.167
H -0.675 3.762 0.232
H -0.101 2.098 -0.287
C -2.427 -2.516 -1.587
C -0.923 -1.315 1.642
C 0.395 -1.361 1.187
C -1.864 -1.856 0.715
C -1.490 -2.209 -0.538
C 0.810 -1.827 -0.214
C -0.116 -2.367 -0.980
O 1.427 -0.960 1.908
H -1.092 -0.752 2.532
H -2.883 -1.965 0.977
H 1.888 -1.698 -0.518
H 1.969 -0.133 1.421
H -2.720 -3.632 -1.452
H -2.059 -2.729 -2.671
H 0.154 -2.777 -1.976
H -3.221 -1.663 -1.568

Properties
Energy above the lowest of the compared OMol25 structures with the same formula, charge and spin (kJ/mol): 316.8
Energy (eV): -16722.50208
Molar mass (g mol⁻¹): 181.2
Lowest unoccupied orbital energy (eV): 3.23
Strongest force on any atom (eV/A): 5.30
HOMO energy (eV): -4.318
Total charge: -1
Frontier orbital gap (Ha): 0.2775

=====

7.
The following is a quantum chemistry calculation of a gas-phase ion, C10H13O5 (charge -1), from the OMol25 dataset.

Geometry (Å):
C 1.895 -0.165 0.056
C 2.392 -1.333 0.253
C 0.279 0.155 0.352
C 2.704 0.976 -0.340
C -0.327 0.799 -0.950
C -0.695 -1.082 0.105
C -1.556 -0.110 -0.755
C 2.330 2.319 0.235
C -1.259 -1.732 1.364
C -2.661 0.605 0.006
O 2.718 -2.439 0.533
O 0.141 0.765 1.464
O 3.685 0.858 -1.064
O -0.194 -2.067 -0.795
O -2.107 -0.692 -1.916
H -0.525 1.868 -0.911
H 0.231 0.545 -1.849
H 1.270 2.378 0.449
H 2.658 3.111 -0.438
H 2.858 2.422 1.184
H -1.239 -2.816 1.263
H -2.281 -1.421 1.557
H -0.646 -1.430 2.210
H -3.035 1.429 -0.599
H -2.256 0.989 0.939
H -3.485 -0.079 0.201
H 0.589 -2.461 -0.395
H -1.485 -1.394 -2.160

Properties
Multiplicity: 3
Energy (eV): -20814.87780
Molar mass (g mol⁻¹): 213.2
Lowest unoccupied orbital energy (spin up / spin down) (eV): 3.46 / 1.78
Strongest force on any atom (eV/A): 4.10
HOMO energy (spin up / spin down) (eV): -1.233 / -4.554
Total charge: -1
⟨S²⟩: 2.013
Frontier orbital gap (spin up / spin down) (Ha): 0.1723 / 0.2327

=====

8.
The following is a quantum chemistry calculation of a molecular structure, C10H14AsFNO6STi, from the OMol25 dataset.

Geometry (Å):
Ti -0.180 0.864 -0.448
O 1.442 -1.449 2.890
As 0.443 -1.234 1.332
O 1.211 -2.282 0.343
O 0.839 0.401 1.043
C -1.248 -1.761 2.069
C -1.298 -2.444 3.277
C -2.503 -2.817 3.848
C -3.744 -2.435 3.220
C -3.720 -1.747 2.038
C -2.504 -1.449 1.399
S -2.412 -0.281 0.159
O -3.642 -0.205 -0.603
O -1.998 1.009 0.742
O -1.251 -0.708 -0.720
H 2.330 -1.436 2.515
H -0.362 -2.682 3.766
H -2.522 -3.375 4.777
H -4.686 -2.675 3.698
H -4.631 -1.418 1.548
F -0.412 2.694 -0.399
C 1.299 2.503 -3.517
C 1.894 1.586 -2.426
C 2.615 2.473 -1.384
C 2.934 0.642 -3.060
N 0.847 0.843 -1.811
H 2.054 3.139 -3.994
H 0.535 3.123 -3.045
H 0.815 1.885 -4.277
H 3.373 3.115 -1.847
H 3.083 1.830 -0.636
H 1.867 3.086 -0.880
H 3.723 1.201 -3.578
H 2.433 -0.024 -3.766
H 3.375 0.028 -2.273

Properties
Energy above the lowest of the compared OMol25 structures with the same formula, charge and spin (kJ/mol): 71.6
Multiplicity: 2
Energy (eV): -121881.68272
Molar mass (g mol⁻¹): 418.1
Lowest unoccupied orbital energy (spin up / spin down) (eV): 5.20 / 5.20
Strongest force on any atom (eV/A): 4.01
HOMO energy (spin up / spin down) (eV): 1.148 / -1.907
Total charge: -2
⟨S²⟩: 0.762
Frontier orbital gap (spin up / spin down) (Ha): 0.1491 / 0.2614

=====

9.
The following is a quantum chemistry calculation of a molecular structure, C10H14AuN3O5, from the OMol25 dataset.

Geometry (Å):
O 1.284 3.849 -2.303
C 0.257 3.409 -2.047
Au -0.719 -0.802 -1.995
C -0.038 -2.686 -2.324
O 0.532 -3.681 -2.240
C 1.148 0.017 -4.062
O 1.112 -0.737 -5.048
C 2.333 0.057 -3.287
O 3.479 -0.167 -3.541
C -2.312 -0.398 -3.043
O -3.173 -0.408 -3.813
H 0.274 0.599 -3.591
C 2.294 -0.082 1.742
N 0.872 -0.074 2.052
C 0.528 -0.611 3.367
C -0.039 -0.030 1.029
N 0.382 -0.168 -0.225
N -1.349 0.153 1.381
C -1.719 0.897 2.572
C -2.389 0.094 0.380
H 2.826 -0.041 2.695
H 2.560 0.808 1.151
H 2.599 -0.999 1.207
H 0.283 0.193 4.076
H -0.333 -1.297 3.311
H 1.411 -1.150 3.744
H 1.408 -0.231 -0.257
H -0.927 1.571 2.882
H -2.627 1.485 2.407
H -1.934 0.233 3.412
H -2.403 0.993 -0.256
H -2.247 -0.806 -0.234
H -3.375 0.011 0.859

Properties
Energy above the lowest of the compared OMol25 structures with the same formula, charge and spin (kJ/mol): 0.0
Multiplicity: 3
Energy (eV): -28974.29693
Molar mass (g mol⁻¹): 453.2
Lowest unoccupied orbital energy (spin up / spin down) (eV): -7.75 / -11.60
Strongest force on any atom (eV/A): 6.23
HOMO energy (spin up / spin down) (eV): -15.037 / -16.855
Total charge: +2
⟨S²⟩: 2.041
Frontier orbital gap (spin up / spin down) (Ha): 0.2677 / 0.1931